Formula: C26H25N2OReS2
Source: the OMol25 dataset
Level of theory: ωB97M-V/def2-TZVPD

Each line ends with the Mulliken charge.
CARTESIAN COORDINATES (ANGSTROEM)
Re (-0.56792, 1.41566, 1.47649)  1.252
C (-2.10149, 4.06330, -0.22475)  -1.551
C (-3.01765, 3.07371, 0.42126)  1.156
C (-4.38362, 3.37667, 0.42573)  -0.928
C (-5.31135, 2.44231, 0.79602)  -0.660
C (-4.88470, 1.13590, 1.10567)  0.955
C (-5.78781, 0.06819, 1.32545)  -0.823
C (-5.32905, -1.20869, 1.51041)  -0.792
C (-3.95033, -1.46316, 1.49740)  -0.521
C (-3.05976, -0.42269, 1.33233)  0.918
S (-1.33687, -0.69444, 1.38403)  -0.262
C (-3.50297, 0.89021, 1.13028)  -0.308
N (-2.55842, 1.89050, 0.89295)  0.173
H (-2.43449, 4.18179, -1.25894)  0.539
H (-1.06694, 3.74396, -0.24892)  0.091
H (-2.17661, 5.04869, 0.23601)  0.380
H (-4.69041, 4.35652, 0.08457)  0.518
H (-6.36854, 2.68122, 0.79744)  0.511
H (-6.85061, 0.27624, 1.32107)  0.459
H (-6.02091, -2.02677, 1.65488)  0.451
H (-3.58664, -2.47679, 1.61638)  0.483
O (1.15469, 0.60173, 2.12666)  -0.343
S (1.79076, 0.18618, 3.51122)  0.167
C (1.75420, 1.76090, 4.43431)  -1.011
C (0.60610, 2.61582, 3.99815)  0.822
C (-0.51454, 2.82374, 4.78463)  -0.229
C (-1.53870, 3.67593, 4.34917)  -0.869
C (-1.45373, 4.31154, 3.12451)  -0.678
C (-0.33631, 4.09563, 2.30728)  -0.201
C (0.68547, 3.24793, 2.73479)  -0.974
C (0.56106, -0.77511, 4.42466)  -0.449
C (1.19586, -1.06918, 5.75674)  0.095
C (2.30866, -1.90417, 5.82909)  -0.293
C (2.90568, -2.15142, 7.05666)  -0.794
C (2.39293, -1.57017, 8.20773)  -0.495
C (1.27947, -0.74289, 8.13898)  -0.757
C (0.68490, -0.48505, 6.91382)  -0.145
H (2.71448, 2.23310, 4.22714)  0.516
H (1.72411, 1.47868, 5.48833)  0.574
H (-0.57945, 2.36575, 5.76428)  0.490
H (-2.38636, 3.86078, 4.99664)  0.504
H (-2.22956, 5.00093, 2.81671)  0.605
H (-0.20450, 4.65706, 1.39426)  0.691
H (1.61189, 3.18546, 2.17388)  0.406
H (0.39415, -1.66493, 3.81584)  0.567
H (-0.36265, -0.19892, 4.50853)  0.434
H (2.69977, -2.38116, 4.93627)  0.417
H (3.76408, -2.80677, 7.11540)  0.428
H (2.85550, -1.77110, 9.16454)  0.428
H (0.86984, -0.30982, 9.04154)  0.438
H (-0.20398, 0.13608, 6.86603)  0.371
C (1.80187, 1.84805, -2.43678)  -1.163
C (1.01339, 1.78431, -1.22813)  0.873
N (0.37973, 1.72104, -0.27145)  -0.515
H (1.13531, 1.83160, -3.30153)  0.349
H (2.46608, 0.98153, -2.47132)  0.363
H (2.39269, 2.76562, -2.44100)  0.338

largest force on an atom: 0.5 eV Å⁻¹
charge: +3
ΔE to the lowest compared entry with this formula, charge and spin: 0.000 eV
HOMO (spin up / spin down): -16.6 / -16.6 eV
2S+1: 4
LUMO (spin up / spin down): -10.98 / -11.29 eV

Formula: C4H7NO
Source: the OMol25 dataset
Level of theory: ωB97M-V/def2-TZVPD

Each line ends with the Mulliken charge.
CARTESIAN COORDINATES (ANGSTROEM)
N (-1.33728, 0.80743, -1.75624)  -0.418
C (-0.27186, 0.27376, -1.06546)  0.439
O (0.56322, -0.38876, -1.64310)  -0.593
C (-0.20405, 0.04829, 0.43104)  -0.150
C (1.08607, 0.23325, 1.18785)  -0.543
C (0.53105, -1.14320, 1.06155)  -0.519
H (-1.95791, 1.54657, -1.48770)  0.190
H (-1.41055, 0.54672, -2.72947)  0.238
H (-1.12745, 0.31031, 0.90605)  0.376
H (1.96728, 0.45032, 0.59070)  0.249
H (1.02718, 0.75406, 2.13715)  0.256
H (0.07191, -1.59479, 1.94375)  0.237
H (1.06239, -1.84396, 0.42389)  0.239

largest force on an atom: 2.6 eV Å⁻¹
charge: 0
ΔE to the lowest compared entry with this formula, charge and spin: 1.283 eV
HOMO: -9.6 eV
SMILES string: NC(=O)C1CC1
LUMO: 0.99 eV

Formula: C20H23N3O6S
Source: the OMol25 dataset
Level of theory: ωB97M-V/def2-TZVPD

Each line ends with the Mulliken charge.
CARTESIAN COORDINATES (ANGSTROEM)
C (3.10937, -1.77725, 0.06737)  -1.266
N (1.85494, -1.69847, -0.63839)  0.254
C (1.47762, -2.89158, -1.36827)  -0.907
C (1.61916, -4.12350, -0.50511)  0.707
C (2.29418, -5.24169, -0.97215)  -0.580
C (2.40030, -6.37484, -0.18371)  -0.571
C (1.83860, -6.39397, 1.08077)  -0.438
C (1.16726, -5.27817, 1.55338)  -0.691
C (1.05290, -4.14869, 0.76400)  -0.229
C (1.17908, -0.53695, -0.75790)  1.298
C (0.44971, -0.22762, -1.93139)  -0.751
C (-0.04309, 1.02978, -2.15628)  -0.817
C (0.19270, 2.05534, -1.24082)  -0.104
S (-0.35865, 3.72137, -1.61836)  1.267
O (0.60854, 4.63389, -1.08762)  -0.720
O (-0.66462, 3.74516, -3.01979)  -0.742
N (-1.76545, 3.98433, -0.80606)  0.115
C (-1.75061, 4.54732, 0.52828)  -0.560
C (-2.86974, 3.96283, 1.39155)  -1.285
C (-3.00540, 2.45521, 1.17227)  0.547
C (-1.76526, 1.69838, 1.63099)  0.053
O (-1.45173, 0.61914, 1.18845)  -0.590
O (-1.07705, 2.32530, 2.56786)  -0.507
C (-3.31048, 2.12492, -0.30253)  -0.741
C (-2.96352, 3.30771, -1.21876)  -0.959
C (0.81122, 1.78189, -0.05446)  0.033
C (1.21638, 0.47229, 0.24651)  -1.304
N (1.38170, 0.15713, 1.61015)  1.426
O (1.45866, -1.00735, 1.95722)  -0.659
O (1.33423, 1.08159, 2.42446)  -0.921
H (3.78304, -2.42150, -0.49889)  0.452
H (3.55191, -0.78383, 0.14702)  0.383
H (2.99406, -2.18853, 1.07412)  0.380
H (2.09390, -3.00037, -2.27123)  0.329
H (0.43053, -2.80457, -1.66776)  0.394
H (2.73669, -5.23032, -1.95866)  0.359
H (2.92605, -7.24101, -0.55731)  0.385
H (1.92532, -7.27611, 1.69735)  0.384
H (0.73033, -5.28694, 2.54036)  0.396
H (0.53914, -3.27624, 1.13873)  0.399
H (0.32260, -0.98175, -2.69070)  0.442
H (-0.57050, 1.27138, -3.06545)  0.531
H (-1.86484, 5.63677, 0.45991)  0.330
H (-0.77371, 4.34942, 0.97150)  0.328
H (-2.65427, 4.17099, 2.43872)  0.442
H (-3.81902, 4.43645, 1.13747)  0.438
H (-3.81695, 2.07770, 1.80519)  0.511
H (-0.23694, 1.84996, 2.78390)  0.546
H (-4.36501, 1.88046, -0.43062)  0.430
H (-2.72695, 1.24500, -0.58145)  0.250
H (-3.78659, 4.03137, -1.22680)  0.408
H (-2.79708, 2.97653, -2.24379)  0.453
H (0.95736, 2.56161, 0.67674)  0.669

largest force on an atom: 1.4 eV Å⁻¹
charge: 0
ΔE to the lowest compared entry with this formula, charge and spin: 4.222 eV
HOMO: -8.5 eV
SMILES string: CN(Cc1ccccc1)c1ccc(S(=O)(=O)N2CCC(C(=O)O)CC2)cc1[N+](=O)[O-]
LUMO: -0.79 eV

Formula: C2H3NO2
Source: the OMol25 dataset
Level of theory: ωB97M-V/def2-TZVPD

Each line ends with the Mulliken charge.
CARTESIAN COORDINATES (ANGSTROEM)
C (-1.33935, -0.23822, 0.03763)  0.429
C (-0.08327, 0.32930, -0.20365)  0.176
N (-2.43061, -0.57500, 0.03919)  -0.365
O (0.37847, 1.45090, 0.33620)  -0.407
O (0.77149, -0.15473, -1.18290)  -0.515
H (0.57049, -1.26317, 2.20152)  0.017
H (1.24897, 1.54170, 0.05278)  0.324
H (0.88382, -1.09077, -1.28077)  0.341

largest force on an atom: 3.1 eV Å⁻¹
charge: 0
ΔE to the lowest compared entry with this formula, charge and spin: 5.324 eV
HOMO (spin up / spin down): -7.8 / -11.2 eV
LUMO (spin up / spin down): -0.50 / -0.06 eV

The highest charge belongs to which entry?
C26H25N2OReS2